A 2-piece molecular cluster, BrNO5S overall, computed with ωB97M-V/def2-TZVPD.

Each line ends with the natural charge from an NBO analysis.
Atoms and positions in Å:
N  -1.24  0.43  0.42  0.73
O  -2.04  0.66  -0.45  -0.32
O  -0.53  1.12  1.07  -0.35
O  1.11  0.84  -2.03  -0.81
O  1.66  -0.86  -0.37  -0.85
O  -1.17  -0.94  0.67  -0.44
S  2.06  0.35  -1.09  1.65
Br  0.15  -1.60  1.77  0.40

- gap between HOMO and LUMO (eV) = 9.225
- energy relative to the best compared isomer or geometry (same formula, charge and spin) (kcal/mol) = 2.34
- HOMO energy (eV) = -10.7
- LUMO energy (eV) = -1.492
- largest force on an atom (eV/Å) = 2.38
- DFT total energy (eV) = -92599.1060

---

A 2-piece molecular cluster, BrO2S overall, computed with ωB97M-V/def2-TZVPD.

Each line ends with the natural charge from an NBO analysis.
Atoms and positions in Å:
O  1.47  0.56  0.44  -0.91
O  -0.35  -0.80  -1.77  -0.90
S  0.13  0.73  0.07  1.07
Br  -1.25  -0.50  1.26  -0.26

- gap between HOMO and LUMO (spin up / spin down) (eV) = 7.233 / 6.617
- energy relative to the best compared isomer or geometry (same formula, charge and spin) (kcal/mol) = 116.99
- HOMO energy (spin up / spin down) (eV) = -3.7 / -3.1
- net charge = -1
- LUMO energy (spin up / spin down) (eV) = 3.527 / 3.542
- largest force on an atom (eV/Å) = 5.97
- DFT total energy (eV) = -84969.9091

---

BrV as an isolated structure, computed with ωB97M-V/def2-TZVPD.

Each line ends with the Mulliken spin population.
Atoms and positions in Å:
V  -13.91  -11.31  -0.58  3.15
Br  -15.49  -10.48  1.27  -0.15

- gap between HOMO and LUMO (spin up / spin down) (eV) = 7.332 / 7.890
- energy relative to the best compared isomer or geometry (same formula, charge and spin) (kcal/mol) = 11.56
- HOMO energy (spin up / spin down) (eV) = -15.0 / -15.2
- net charge = +1
- LUMO energy (spin up / spin down) (eV) = -7.654 / -7.313
- spin multiplicity = 4
- largest force on an atom (eV/Å) = 2.77
- DFT total energy (eV) = -95720.2142

---

BrZr as an isolated structure, computed with ωB97M-V/def2-TZVPD.

Each line ends with the natural charge from an NBO analysis.
Atoms and positions in Å:
Zr  -32.40  7.53  21.79  2.62
Br  -30.73  9.24  22.81  0.38

- gap between HOMO and LUMO (eV) = 7.265
- energy relative to the best compared isomer or geometry (same formula, charge and spin) (kcal/mol) = 21.48
- HOMO energy (eV) = -28.5
- net charge = +3
- LUMO energy (eV) = -21.269
- largest force on an atom (eV/Å) = 4.74
- DFT total energy (eV) = -71277.6978

---

A 15-piece molecular cluster, C100H194N8O29 overall, computed with ωB97M-V/def2-TZVPD.

Each line ends with the Mulliken charge.
Atoms and positions in Å:
C  -32.51  -22.89  24.21  -1.42
C  -32.26  -21.42  24.02  0.80
C  -33.11  -20.59  24.93  -0.91
O  -32.25  -19.67  25.67  -0.26
C  -30.99  -20.09  25.36  0.13
O  -29.91  -19.54  25.56  -0.17
O  -31.04  -21.14  24.60  -0.04
H  -33.35  -23.34  23.69  0.43
H  -32.79  -23.08  25.25  0.36
H  -31.75  -23.53  23.75  0.21
H  -32.27  -21.14  22.97  0.18
H  -33.54  -21.35  25.57  0.42
H  -33.93  -20.22  24.32  0.35
C  -29.51  -14.81  26.73  -1.73
C  -28.83  -15.92  27.45  1.06
C  -27.74  -16.69  26.80  0.94
O  -26.67  -16.81  27.74  -0.04
C  -27.00  -16.10  28.83  0.51
O  -26.27  -15.95  29.80  -0.59
O  -28.18  -15.55  28.61  -0.46
H  -29.69  -15.07  25.68  0.19
H  -29.03  -13.83  26.77  0.36
H  -30.50  -14.69  27.17  0.50
H  -29.59  -16.67  27.64  -0.04
H  -27.63  -16.13  25.87  0.13
H  -28.18  -17.67  26.65  -0.73
C  -24.77  -17.57  19.74  -0.74
C  -23.83  -18.09  18.70  1.79
C  -24.16  -19.50  18.34  1.45
O  -24.82  -19.32  17.07  -0.43
C  -24.68  -18.05  16.64  0.52
O  -24.86  -17.73  15.47  -0.62
O  -24.09  -17.31  17.57  -0.44
H  -24.88  -18.37  20.47  -0.10
H  -25.78  -17.50  19.33  0.52
H  -24.35  -16.64  20.12  -0.22
H  -22.83  -17.86  19.04  -0.93
H  -24.65  -19.95  19.20  -0.30
H  -23.26  -20.10  18.15  -0.55
C  -27.95  -21.16  28.79  -1.65
C  -28.90  -20.00  28.82  2.70
C  -30.40  -20.27  28.99  0.40
O  -30.88  -19.22  29.67  -0.35
C  -29.87  -18.64  30.37  0.52
O  -30.12  -17.79  31.21  -0.59
O  -28.69  -19.07  29.89  -0.43
H  -26.92  -20.85  28.96  -0.03
H  -28.05  -21.81  27.92  0.45
H  -28.08  -21.79  29.67  0.46
H  -28.68  -19.36  27.96  -1.36
H  -30.60  -21.27  29.39  0.23
H  -30.89  -20.24  28.02  -0.26
C  -31.23  -15.76  22.51  -1.34
C  -31.38  -17.22  22.88  0.48
C  -32.16  -18.19  21.96  -0.33
O  -31.07  -18.99  21.47  -0.40
C  -29.89  -18.73  21.94  0.11
O  -28.88  -19.38  21.61  -0.33
O  -29.95  -17.66  22.77  0.14
H  -30.62  -15.61  21.63  0.34
H  -30.78  -15.19  23.33  0.19
H  -32.19  -15.35  22.20  0.40
H  -31.61  -17.41  23.93  0.19
H  -32.52  -17.73  21.04  0.41
H  -32.96  -18.72  22.47  0.12
C  -27.19  -28.20  29.19  -1.52
C  -27.20  -26.68  29.15  0.46
C  -25.77  -26.12  29.19  -0.42
O  -26.03  -25.13  28.14  0.06
C  -27.11  -25.41  27.38  0.36
O  -27.37  -24.78  26.32  -0.54
O  -27.76  -26.38  27.88  -0.32
H  -26.55  -28.62  28.40  0.37
H  -28.21  -28.57  29.16  0.32
H  -26.68  -28.73  30.00  0.40
H  -27.91  -26.30  29.89  0.33
H  -24.93  -26.76  28.92  0.23
H  -25.56  -25.58  30.11  0.27
C  -22.13  -21.22  29.96  -1.58
C  -23.71  -21.21  30.05  0.85
C  -24.25  -21.70  31.36  -0.21
O  -25.05  -20.60  31.75  -0.37
C  -24.80  -19.56  31.00  0.46
O  -24.98  -18.37  31.33  -0.61
O  -24.06  -19.91  30.00  -0.04
H  -21.69  -20.85  30.89  0.57
H  -21.89  -20.55  29.14  -0.02
H  -21.57  -22.15  29.86  0.38
H  -24.08  -21.88  29.28  0.17
H  -23.47  -21.86  32.11  0.27
H  -24.82  -22.60  31.12  0.18
C  -22.15  -18.79  22.95  -0.49
C  -22.66  -20.16  23.47  2.33
C  -22.09  -20.23  24.96  -0.23
C  -23.04  -19.56  26.06  0.45
C  -24.47  -20.04  25.95  -1.26
C  -25.06  -19.78  24.54  2.87
N  -24.10  -20.39  23.53  0.13
O  -24.59  -20.42  22.26  0.94
C  -26.42  -20.61  24.53  -2.09
C  -25.35  -18.29  24.42  -1.28
C  -21.96  -21.29  22.74  -0.07
H  -21.97  -17.99  23.67  -0.03
H  -22.69  -18.46  22.06  -0.02
H  -21.09  -18.99  22.77  0.18
H  -22.21  -21.28  25.23  -0.86
H  -21.13  -19.74  25.12  0.38
H  -23.02  -18.47  26.10  -0.01
H  -22.52  -19.93  26.95  -0.88
H  -25.14  -19.78  26.77  0.72
H  -24.42  -21.13  25.90  0.01
H  -27.05  -20.41  25.40  -0.06
H  -27.14  -20.35  23.76  0.37
H  -26.08  -21.65  24.49  0.33
H  -26.08  -18.11  23.64  0.67
H  -25.93  -17.98  25.29  -0.58
H  -24.56  -17.56  24.23  0.10
H  -21.77  -22.11  23.44  -1.00
H  -21.02  -20.96  22.29  -0.85
H  -22.55  -21.63  21.89  0.29
H  -24.98  -21.30  22.20  -0.32
C  -15.98  -22.30  24.35  -1.15
C  -16.41  -21.24  25.33  1.60
C  -18.02  -21.23  25.32  0.00
C  -18.72  -21.00  26.66  1.90
C  -18.10  -21.71  27.79  -1.05
C  -16.60  -21.51  27.96  1.58
N  -15.81  -21.62  26.69  0.60
O  -14.40  -21.75  26.71  -0.50
C  -16.42  -20.19  28.75  -1.70
C  -16.18  -22.79  28.93  -1.86
C  -15.92  -19.80  24.97  -1.54
H  -16.52  -23.10  24.85  0.50
H  -14.92  -22.55  24.40  0.33
H  -16.36  -22.18  23.33  -0.13
H  -18.44  -20.36  24.81  0.05
H  -18.50  -22.08  24.85  -0.49
H  -19.77  -21.28  26.58  0.13
H  -18.76  -19.98  27.02  -1.33
H  -18.29  -22.78  27.72  -1.12
H  -18.49  -21.41  28.76  0.76
H  -15.99  -19.49  28.04  0.28
H  -17.33  -19.68  29.06  0.36
H  -15.63  -20.29  29.50  0.43
H  -16.48  -22.49  29.93  0.45
H  -16.62  -23.71  28.56  0.32
H  -15.12  -23.04  28.85  0.51
H  -16.26  -19.50  23.98  0.29
H  -14.86  -19.62  24.79  0.42
H  -16.23  -19.04  25.69  0.20
H  -14.54  -22.67  26.92  0.39
C  -25.74  -26.13  21.18  -1.81
C  -26.43  -25.00  20.36  1.80
C  -27.51  -25.77  19.60  -1.23
C  -28.56  -24.83  18.95  -0.82
C  -29.25  -23.86  20.01  -1.27
C  -28.16  -23.20  20.97  1.84
N  -27.05  -24.09  21.33  0.05
O  -26.07  -23.50  22.26  0.51
C  -27.55  -21.99  20.16  -1.39
C  -28.99  -22.78  22.23  -1.37
C  -25.49  -24.29  19.31  -1.79
H  -26.48  -26.76  21.66  0.38
H  -25.01  -26.09  21.99  0.18
H  -25.03  -26.67  20.54  0.52
H  -26.98  -26.43  18.92  0.43
H  -28.09  -26.34  20.33  0.42
H  -29.38  -25.37  18.48  0.51
H  -28.09  -24.18  18.21  0.26
H  -30.00  -24.42  20.57  0.41
H  -29.82  -23.18  19.38  0.42
H  -27.01  -22.13  19.22  0.32
H  -28.35  -21.34  19.80  0.52
H  -27.03  -21.30  20.82  -0.16
H  -28.21  -22.52  22.94  -0.26
H  -29.77  -22.02  22.19  0.25
H  -29.44  -23.62  22.75  0.37
H  -25.92  -23.88  18.39  0.30
H  -24.61  -24.88  19.05  0.51
H  -24.93  -23.43  19.68  0.16
H  -26.14  -23.84  23.16  0.01
C  -19.05  -22.46  15.67  -1.97
C  -19.63  -21.95  17.07  1.42
C  -20.54  -23.07  17.76  -1.88
C  -20.90  -22.98  19.25  0.37
C  -19.57  -22.74  19.92  -1.93
C  -18.84  -21.48  19.45  2.68
N  -18.53  -21.67  18.01  0.30
O  -17.77  -20.60  17.46  -0.39
C  -19.50  -20.23  19.98  0.06
C  -17.38  -21.64  20.09  -2.42
C  -20.72  -20.80  16.87  -0.80
H  -18.73  -21.60  15.07  0.50
H  -19.89  -22.99  15.23  0.42
H  -18.25  -23.19  15.72  0.39
H  -21.42  -23.28  17.16  0.67
H  -20.10  -24.07  17.72  0.36
H  -21.49  -23.81  19.64  0.76
H  -21.55  -22.11  19.15  -0.67
H  -18.88  -23.59  19.90  0.57
H  -19.74  -22.62  20.99  0.16
H  -19.25  -19.35  19.40  -0.60
H  -20.59  -20.32  20.04  -0.52
H  -19.09  -20.02  20.97  0.47
H  -17.33  -21.92  21.14  0.30
H  -16.66  -22.34  19.66  0.53
H  -16.75  -20.75  19.95  0.43
H  -20.15  -20.05  16.32  0.36
H  -20.98  -20.32  17.82  -0.40
H  -21.57  -21.18  16.29  0.49
H  -17.27  -20.94  16.72  0.34
C  -19.00  -17.15  17.21  -1.50
C  -19.04  -16.09  18.40  0.85
C  -20.47  -15.82  18.61  0.18
C  -20.70  -14.95  19.92  -1.23
C  -20.20  -15.64  21.18  0.05
C  -18.66  -15.93  20.97  2.29
N  -18.50  -16.62  19.58  1.49
O  -17.23  -17.30  19.43  -0.64
C  -17.78  -14.66  21.19  -2.00
C  -18.36  -17.01  22.06  -1.04
C  -18.37  -14.76  17.78  -1.73
H  -17.96  -17.37  16.97  0.50
H  -19.53  -16.72  16.36  0.48
H  -19.69  -17.94  17.52  -0.09
H  -21.02  -15.26  17.85  0.78
H  -21.07  -16.71  18.75  -1.20
H  -21.72  -14.76  20.25  0.46
H  -20.23  -14.00  19.68  0.26
H  -20.70  -16.59  21.37  -0.66
H  -20.36  -14.95  22.00  0.40
H  -16.86  -14.73  20.62  0.44
H  -18.26  -13.76  20.80  0.34
H  -17.56  -14.50  22.24  0.36
H  -18.54  -16.68  23.09  -0.49
H  -18.96  -17.91  21.97  -0.41
H  -17.36  -17.44  22.11  0.88
H  -17.32  -14.76  17.46  0.36
H  -18.38  -13.95  18.51  0.31
H  -18.95  -14.46  16.91  0.41
H  -17.48  -18.18  19.71  0.23
C  -18.26  -16.73  26.62  -1.17
C  -18.37  -15.22  26.82  2.59
C  -19.50  -14.73  25.80  -1.08
C  -20.94  -15.02  26.24  1.33
C  -21.13  -14.39  27.62  -1.87
C  -20.14  -14.90  28.75  2.02
N  -18.73  -14.85  28.22  0.13
O  -17.82  -15.22  29.15  -0.45
C  -20.37  -13.85  29.87  -1.95
C  -20.48  -16.33  29.14  -1.46
C  -17.03  -14.53  26.48  -1.95
H  -17.25  -17.09  26.80  0.36
H  -18.48  -17.13  25.63  -0.11
H  -19.03  -17.32  27.13  -0.01
H  -19.40  -13.71  25.41  0.28
H  -19.26  -15.19  24.84  -0.24
H  -21.17  -16.08  26.37  -0.68
H  -21.65  -14.61  25.52  -0.15
H  -22.16  -14.48  27.95  0.56
H  -20.94  -13.34  27.38  0.41
H  -21.28  -14.07  30.43  0.35
H  -19.57  -13.84  30.61  0.47
H  -20.28  -12.83  29.51  0.40
H  -21.33  -16.22  29.82  0.55
H  -20.83  -16.94  28.30  -0.12
H  -19.63  -16.83  29.59  0.28
H  -16.21  -15.14  26.86  0.38
H  -16.85  -13.59  26.99  0.47
H  -16.89  -14.32  25.42  0.26
H  -17.42  -14.39  29.41  0.38
C  -25.20  -10.44  24.56  -2.05
C  -24.28  -11.68  24.74  1.68
C  -24.84  -12.73  25.64  -1.22
C  -25.84  -13.58  24.90  -0.42
C  -25.09  -14.39  23.86  -0.57
C  -24.57  -13.30  22.77  1.47
N  -23.82  -12.21  23.43  1.00
O  -23.32  -11.33  22.61  -0.58
C  -23.67  -14.09  22.01  -1.14
C  -25.72  -12.78  22.05  -2.29
C  -22.95  -11.23  25.38  -2.12
H  -25.33  -9.72  25.37  0.49
H  -26.17  -10.68  24.12  0.27
H  -24.90  -9.66  23.86  0.42
H  -24.13  -13.33  26.21  0.06
H  -25.44  -12.17  26.36  0.61
H  -26.76  -13.13  24.53  0.52
H  -26.24  -14.28  25.64  -0.38
H  -25.99  -14.85  23.47  0.43
H  -24.34  -15.01  24.36  0.19
H  -23.32  -13.50  21.16  0.78
H  -22.83  -14.51  22.57  0.16
H  -24.29  -14.91  21.64  -0.33
H  -26.39  -12.12  22.61  0.33
H  -25.36  -12.10  21.29  0.43
H  -26.11  -13.60  21.44  0.50
H  -22.50  -10.42  24.80  0.45
H  -22.26  -12.08  25.41  0.41
H  -23.08  -10.75  26.36  0.44
H  -22.38  -11.43  22.74  0.39
C  -22.87  -25.17  24.00  -1.58
C  -21.91  -26.26  24.47  2.44
C  -20.49  -25.94  23.95  -1.71
C  -19.76  -24.90  24.77  1.02
C  -19.86  -25.33  26.26  -0.93
C  -21.25  -25.44  26.86  2.16
N  -22.09  -26.24  25.98  0.24
O  -23.33  -26.67  26.48  -0.39
C  -20.95  -26.25  28.18  -2.10
C  -21.95  -24.13  27.33  -1.50
C  -22.36  -27.58  23.93  -2.00
H  -23.77  -25.14  24.60  0.18
H  -23.17  -25.25  22.96  0.40
H  -22.46  -24.18  24.20  -0.07
H  -19.97  -26.86  23.70  0.44
H  -20.45  -25.48  22.96  0.39
H  -20.12  -23.88  24.61  -1.04
H  -18.69  -24.90  24.56  0.62
H  -19.38  -24.57  26.89  -0.38
H  -19.15  -26.15  26.42  0.50
H  -20.54  -27.19  27.80  0.55
H  -20.33  -25.87  28.99  0.30
H  -21.83  -26.57  28.73  0.26
H  -22.77  -24.52  27.94  0.26
H  -21.29  -23.49  27.92  0.05
H  -22.38  -23.43  26.62  0.24
H  -21.94  -28.28  24.65  0.52
H  -22.07  -27.83  22.91  0.33
H  -23.44  -27.53  24.08  0.36
H  -24.00  -25.99  26.46  0.22

- gap between HOMO and LUMO (eV) = 7.728
- HOMO energy (eV) = -7.8
- LUMO energy (eV) = -0.074
- largest force on an atom (eV/Å) = 6.76
- DFT total energy (eV) = -178122.8611

---

> Which of these has the highest DFT total energy?

BrZr

---

> The lowest DFT total energy belongs to which entry?

C100H194N8O29

---

> What is the DFT total energy in the fifth record?

-178122.8611 eV